Computed, not measured: a cluster of 12 separate species, C51H124N12O7 in total in a non-equilibrium geometry, with ωB97M-V/def2-TZVPD.

Structure (XYZ):
```
194
Properties=species:S:1:pos:R:3:forces:R:3
C -5.66375 -5.82995 3.87846 1.70 -0.31 0.47
C -4.36485 -4.99799 3.79673 -0.15 0.05 -0.07
N -4.12372 -4.51137 2.44753 0.00 0.51 -0.51
C -2.95338 -3.63397 2.35977 0.84 -1.19 1.00
C -2.94384 -2.44918 3.29643 -0.53 0.61 -0.45
C -4.04571 -5.55368 1.41775 -0.51 1.01 -0.73
C -2.87749 -6.51069 1.50415 -1.19 -1.62 0.35
H -6.44848 -5.41018 3.26010 -0.19 -0.07 0.12
H -5.92071 -5.97985 4.92716 -0.42 0.39 -0.03
H -5.36264 -6.83555 3.57530 -0.55 -0.04 -0.47
H -4.37368 -4.13366 4.46111 -0.39 0.02 -0.05
H -3.52220 -5.60087 4.17301 0.04 -0.17 -0.03
H -2.07031 -4.23336 2.64667 0.19 0.01 -0.06
H -2.72452 -3.33200 1.33675 -0.58 0.05 -0.11
H -2.89355 -2.69842 4.35515 0.13 -0.16 -0.05
H -2.08208 -1.83057 3.03808 -0.12 -0.04 0.23
H -3.83954 -1.84157 3.13685 0.08 0.09 0.06
H -4.05263 -5.01639 0.46120 0.37 0.05 0.03
H -5.01077 -6.06182 1.35243 0.19 -0.34 0.42
H -3.04149 -7.12602 2.39977 0.72 0.52 0.45
H -1.88961 -6.07632 1.42491 0.07 -0.03 0.12
H -3.01506 -7.33527 0.79501 0.27 0.53 -0.62
C 3.12012 -5.42878 -3.67724 0.18 0.07 -0.24
C 3.67124 -4.67334 -2.46194 -1.39 -1.44 1.18
N 4.07709 -5.56400 -1.35052 1.28 0.61 -0.18
C 2.98857 -6.28032 -0.67098 1.34 0.54 -1.01
C 2.24067 -5.34570 0.25696 -0.35 -0.39 -0.09
C 5.24483 -6.39535 -1.67920 -0.67 0.14 0.22
C 5.99639 -6.85228 -0.42086 -0.36 -0.88 -0.38
H 2.42577 -6.22888 -3.41457 0.10 0.00 0.36
H 3.93329 -5.90643 -4.22599 -0.08 0.15 -0.27
H 2.50922 -4.78979 -4.31842 0.42 0.09 -0.18
H 4.49482 -3.99927 -2.67943 -0.04 0.10 -0.17
H 2.82393 -4.14638 -2.01357 0.22 0.63 -0.32
H 2.40677 -6.77395 -1.45796 -0.63 -0.10 0.44
H 3.47719 -7.06519 -0.09196 -0.21 -0.04 0.10
H 2.94842 -4.83765 0.90802 0.07 -0.22 0.21
H 1.69522 -4.54455 -0.24368 -0.16 -0.22 -0.18
H 1.54623 -5.96279 0.83133 -0.15 0.37 0.21
H 5.90841 -5.84323 -2.34507 -0.10 0.22 0.04
H 4.91963 -7.27875 -2.24413 0.10 -0.13 -0.13
H 7.06434 -6.65362 -0.46339 -0.03 0.25 0.12
H 5.88277 -7.93857 -0.37014 0.21 -0.01 0.28
H 5.53710 -6.45566 0.48256 0.23 0.28 0.00
C 5.27372 5.18639 2.67714 0.46 -0.59 0.81
C 5.25186 3.67902 2.39969 -0.26 -0.31 -0.19
N 5.60027 3.25815 1.05852 -0.83 0.83 -0.61
C 6.91044 3.69080 0.61123 0.59 -1.08 -0.09
C 7.12648 3.49263 -0.89150 -0.26 0.10 0.31
C 5.38336 1.83044 0.83275 0.01 -0.04 -0.32
C 3.99617 1.33894 1.25310 0.46 -0.07 -0.23
H 4.59806 5.33353 3.52247 0.15 0.20 0.09
H 4.95469 5.88048 1.90380 0.07 -0.36 -0.38
H 6.28475 5.41434 3.01910 -0.10 0.56 -0.12
H 5.91214 3.15181 3.11336 0.03 0.25 0.26
H 4.24765 3.31552 2.62175 0.07 -0.07 -0.10
H 7.16821 4.72632 0.83125 -0.68 0.12 0.25
H 7.66986 3.09444 1.15039 0.20 0.03 0.02
H 8.04764 4.01266 -1.15285 -0.09 -0.02 -0.32
H 7.20637 2.45169 -1.20026 0.16 -0.04 0.16
H 6.26118 3.90327 -1.41562 0.19 0.23 -0.15
H 6.16883 1.25962 1.35123 0.06 -0.19 -0.09
H 5.45761 1.63090 -0.23632 0.40 0.13 0.02
H 4.07433 0.81361 2.20141 -0.55 0.52 0.30
H 3.56956 0.60957 0.56083 0.29 0.00 -0.24
H 3.33443 2.20425 1.22811 -0.27 -0.25 0.49
C -2.51516 -0.18338 0.54596 -0.26 -1.61 0.43
C -1.11652 0.03474 1.13683 -0.64 1.37 -0.03
N -0.01011 -0.38432 0.28125 0.82 -0.39 -0.03
C 1.05366 -1.03942 1.03667 -0.48 -1.68 0.08
C 0.58756 -2.36885 1.66202 -0.94 0.49 0.68
C 0.62385 0.74107 -0.40634 -0.78 -0.34 -1.44
C -0.30904 1.38579 -1.43512 -0.40 1.54 0.69
H -2.65125 -1.27225 0.62015 -0.11 0.03 -0.37
H -2.73615 0.05646 -0.49210 0.50 0.44 0.00
H -3.32574 0.17231 1.18641 0.27 0.51 0.08
H -1.00003 1.08782 1.43754 0.12 0.18 -0.21
H -1.13825 -0.46192 2.10806 0.38 -0.31 -0.24
H 1.48324 -0.38684 1.80489 0.21 0.12 -0.13
H 1.82945 -1.37882 0.34585 0.19 0.68 -0.19
H -0.20869 -2.82826 1.07140 0.32 -0.08 -0.40
H 0.08369 -2.20943 2.62259 0.27 0.01 0.14
H 1.38922 -3.08195 1.83190 0.07 0.03 -0.12
H 1.13481 1.36357 0.33653 -0.39 0.67 -0.19
H 1.39843 0.44974 -1.12369 0.45 -0.92 0.81
H -1.21784 1.83190 -1.02434 0.02 -0.08 0.10
H 0.22383 2.22510 -1.89322 -0.01 -0.03 -0.09
H -0.64258 0.74448 -2.25001 0.27 -0.44 0.22
C -0.09743 4.66715 -4.08914 0.28 0.02 -0.02
C -0.69617 3.81676 -5.20962 -0.04 -0.06 -0.06
N -1.64230 4.61501 -5.98343 0.18 0.09 0.94
C -1.05763 5.24922 -7.13926 -0.61 -1.33 -1.34
C -1.84933 6.46398 -7.58137 0.49 1.26 -0.31
C -2.96615 3.99763 -6.13705 1.26 0.07 -0.17
C -3.70049 3.93291 -4.81463 -0.20 0.95 0.40
H 0.52601 4.08625 -3.40379 0.05 0.00 -0.06
H -0.86237 5.18534 -3.51142 -0.28 -0.35 0.00
H 0.50666 5.47974 -4.50049 0.15 -0.15 -0.12
H 0.07232 3.35666 -5.85098 0.30 0.49 -0.12
H -1.14920 2.89499 -4.83080 -0.50 0.36 0.33
H 0.01619 5.35180 -6.97805 -0.14 0.87 0.34
H -1.04338 4.56732 -8.02022 -0.15 -0.22 0.11
H -2.78908 6.29333 -8.11002 -0.23 -0.65 0.64
H -2.00307 7.11501 -6.71882 -0.24 0.06 -0.11
H -1.36830 7.06460 -8.36435 0.63 -0.14 0.33
H -2.76956 2.99616 -6.54067 -0.72 -0.07 -0.21
H -3.48804 4.62555 -6.85551 -0.31 -0.29 -0.05
H -3.19550 3.31346 -4.07314 -0.24 -0.37 -0.15
H -4.75907 3.70184 -4.93049 0.14 -0.61 -0.06
H -3.71247 4.92108 -4.33907 0.19 0.11 -0.24
C -1.01256 0.87973 5.32353 0.40 0.14 0.58
N 0.23685 1.55541 4.97844 -1.05 -0.55 0.05
C 0.46962 2.80429 5.67516 -0.24 0.20 -0.77
C 1.06916 0.95226 4.10633 0.26 1.10 0.51
O 2.12290 1.43277 3.73323 0.09 -0.35 -0.20
H -1.79250 1.61249 5.52223 -0.08 0.05 -0.47
H -0.90745 0.33499 6.26881 0.08 -0.22 -0.10
H -1.30246 0.20829 4.52090 -0.22 0.01 0.07
H -0.37845 3.46880 5.48585 -0.17 -0.14 0.21
H 0.53699 2.60759 6.74453 0.34 0.25 0.04
H 1.30598 3.34413 5.23752 0.41 -0.38 0.36
H 0.67598 -0.01982 3.77944 0.06 -0.12 -0.15
C -2.19751 -0.06848 -4.44361 -1.16 0.15 0.17
N -2.80798 -0.77724 -5.55254 0.80 -0.86 -0.10
C -2.18364 -2.05775 -5.85038 0.23 0.34 -1.41
C -3.73243 -0.24742 -6.37774 0.36 0.78 -0.02
O -4.12328 0.90294 -6.31494 -0.31 -0.24 0.02
H -2.27937 -0.74382 -3.58861 0.48 0.11 0.16
H -2.79825 0.80918 -4.20279 0.03 0.05 -0.16
H -1.17318 0.25683 -4.62853 0.11 -0.23 -0.11
H -2.53825 -2.45854 -6.80484 -0.93 -0.23 0.44
H -1.15458 -1.93918 -6.20326 0.30 0.24 0.95
H -2.26032 -2.76631 -5.03183 0.08 -0.10 -0.03
H -4.05771 -0.95243 -7.16012 -0.09 -0.02 0.09
C -5.80325 2.76522 0.90418 0.26 -0.55 -0.84
N -4.56559 3.44352 0.52997 -1.51 0.34 1.91
C -3.84902 3.91126 1.71153 1.39 -0.68 -0.41
C -4.10150 3.43530 -0.71468 0.89 0.01 -0.29
O -3.00382 3.85935 -1.04744 -0.52 -0.12 -0.21
H -6.49849 3.40862 1.43916 0.12 0.15 0.12
H -5.55599 1.87758 1.48986 -0.06 0.09 0.29
H -6.31485 2.37717 0.02181 0.03 0.22 -0.11
H -4.44694 4.48434 2.41491 -0.34 0.05 -0.25
H -3.45303 3.01906 2.21034 -0.19 0.04 0.33
H -2.95393 4.47454 1.45396 -0.24 0.25 -0.30
H -4.82528 2.94557 -1.38595 0.16 0.14 -0.34
C 1.99685 -0.68278 -3.57913 -1.04 -0.85 0.09
N 1.28877 -1.95251 -3.80944 0.68 1.10 -0.25
C 0.48238 -2.35020 -2.69136 -0.22 -0.84 0.14
C 1.21201 -2.45501 -5.06201 -0.49 -0.03 0.62
O 0.66803 -3.50058 -5.36175 0.15 0.20 -0.23
H 2.70869 -0.87356 -2.77612 0.27 0.43 -0.13
H 1.22534 0.01457 -3.24743 0.34 0.37 0.08
H 2.44303 -0.31457 -4.49797 0.27 -0.06 0.09
H -0.17025 -1.53199 -2.37939 -0.05 -0.04 -0.01
H -0.10130 -3.22867 -2.96727 -0.06 0.09 -0.02
H 1.08953 -2.62242 -1.82195 0.09 0.08 -0.05
H 1.65893 -1.72652 -5.76280 0.17 -0.49 -0.33
C 3.93723 -2.06012 2.97820 -1.01 -0.33 -0.77
N 5.13156 -2.01189 2.17907 -0.25 0.04 -0.13
C 5.12994 -2.71661 0.91778 0.78 -0.53 -0.48
C 6.24871 -1.41377 2.62113 1.17 0.95 -0.70
O 7.30594 -1.36729 2.00823 -0.28 -0.28 0.18
H 3.44985 -3.01818 2.75752 0.38 -0.31 0.79
H 3.13372 -1.39604 2.63400 0.52 0.59 0.12
H 4.14766 -1.88097 4.02832 -0.08 -0.19 0.03
H 6.12606 -2.71060 0.47678 0.11 0.28 0.28
H 4.91603 -3.77638 1.05523 -0.36 -0.01 0.09
H 4.48351 -2.31376 0.13541 -0.40 0.21 0.37
H 6.17171 -0.82700 3.54888 -0.48 -0.39 0.27
C -0.23529 4.24491 0.28897 0.77 0.15 -0.20
N -0.20605 5.08040 1.47838 0.23 -0.29 -0.58
C 0.42272 4.45503 2.60817 -0.08 0.02 1.09
C -0.68692 6.35334 1.48361 0.85 -0.93 0.25
O -0.72726 7.04832 2.47757 -0.26 0.36 -0.27
H 0.70084 3.68230 0.25254 0.02 -0.01 0.03
H -0.24445 4.84291 -0.62224 -0.35 0.06 0.04
H -1.05165 3.52727 0.26988 -0.16 0.17 0.10
H 0.04118 3.43466 2.70473 -0.08 0.05 0.22
H 1.51601 4.36861 2.59590 0.00 0.11 -0.74
H 0.23732 5.03429 3.51343 -0.41 -0.08 -0.07
H -0.94683 6.63018 0.44846 -0.40 0.42 0.20
C -5.23248 -0.65753 5.50149 0.12 -0.88 0.68
N -5.63770 0.62515 4.99996 -0.60 0.55 -0.61
C -6.92360 1.13137 5.47896 0.56 -0.41 0.64
C -4.87461 1.36735 4.16743 0.00 -0.93 -0.24
O -3.78253 1.01107 3.75811 0.08 0.26 -0.03
H -4.15794 -0.82648 5.50175 0.06 0.51 -0.06
H -5.64581 -1.52709 4.97933 -0.25 0.33 -0.40
H -5.60265 -0.75859 6.52502 0.18 0.11 0.08
H -6.74398 1.48041 6.50092 -0.42 0.36 -0.08
H -7.32896 1.90691 4.83673 0.15 0.12 0.03
H -7.65236 0.32490 5.56105 0.04 -0.06 -0.27
H -5.36439 2.28825 3.80693 0.05 0.04 0.32
```
Forces are in eV/Å.

Values from the calculation:
Molar mass = 1017.6 g mol⁻¹
ΔE to the lowest compared entry with this formula, charge and spin = 99.9 kcal/mol
E_HOMO = -7.59 eV
Lowest unoccupied orbital energy = 0.13 eV
Structure (SMILES) = CCN(CC)CC.CCN(CC)CC.CCN(CC)CC.CCN(CC)CC.CCN(CC)CC.CN(C)C=O.CN(C)C=O.CN(C)C=O.CN(C)C=O.CN(C)C=O.CN(C)C=O.CN(C)C=O